No. 1
{
  "formula": "C11H19NSi",
  "method": "ωB97M-V with the def2-TZVPD basis set",
  "s2": 2.012,
  "homo_lumo_gap_ev": [6.46, 8.79],
  "e_lumo_ev": [0.8, -0.1],
  "multiplicity": 3,
  "total_charge": 0,
  "homo_energy_ev": [-5.65, -8.86],
  "elements": ["H", "H", "C", "H", "C", "H", "H", "C", "H", "H", "C", "H", "H", "H", "H", "H", "C", "H", "H", "Si", "C", "H", "C", "N", "C", "C", "H", "H", "H", "C", "C", "H"],
  "coordinates": [[1.878783, -2.534075, 0.468783], [-1.591067, 0.307519, 4.086917], [-1.099381, 0.908115, 2.146851], [-2.820281, 1.819629, -2.560826], [1.010672, 2.255829, 3.230548], [-2.070910, 0.616150, 1.762050], [0.367211, -2.771036, -1.904943], [2.244928, -1.650685, -1.487498], [-2.669301, -1.373661, -1.592317], [1.728500, -3.266640, -2.760996], [1.300569, -2.377043, -2.340034], [-1.200059, 1.777182, -3.270504], [-3.627057, -0.174555, -0.643152], [-2.413235, 0.473440, -3.476690], [0.743561, 1.785837, -1.316314], [3.320573, -2.934515, -0.324431], [-1.012428, 1.009001, 3.516629], [1.775266, 2.830245, 3.680801], [0.861596, -1.677250, -3.167431], [-0.203350, 0.861815, -0.576047], [-1.984698, 1.176108, -2.776063], [1.851041, 2.161827, 1.312693], [-2.504732, -0.498432, -0.932706], [-1.603101, 0.443651, -1.543176], [-0.022091, 1.199756, 1.279142], [0.157398, 1.514945, 4.050698], [3.066035, -1.319687, 0.452285], [2.954563, -1.120251, -2.189957], [-2.183175, -0.982436, -0.034870], [0.986066, 1.973956, 1.889316], [2.611687, -2.106331, -0.134675], [0.146418, 1.671592, 5.155918]],
  "atomic_forces_ev_per_a": [[-1.852, -0.578, 0.635], [-0.915, 0.531, 0.529], [-0.466, -0.134, -1.068], [-0.338, 0.713, 0.214], [-0.342, -1.741, 0.558], [0.162, -0.490, -0.259], [0.321, 0.276, 0.646], [0.300, 0.668, -1.473], [-0.025, 0.374, -0.125], [0.543, -0.483, -0.786], [-2.643, 1.084, -1.127], [-0.065, -0.607, 0.653], [2.361, 0.064, -0.805], [0.257, -0.441, -0.467], [-0.674, -0.250, 0.135], [0.312, 0.224, 0.540], [1.560, -1.597, -0.288], [0.799, 0.542, 0.158], [1.147, -1.301, 1.053], [1.436, -0.283, -0.233], [-0.510, -0.614, 0.730], [0.753, 0.888, -0.711], [-3.367, -0.634, -0.984], [1.058, 1.354, 1.063], [-2.223, 1.361, 0.376], [-1.203, 2.271, 1.672], [0.477, 0.093, 0.093], [-0.348, -0.271, 1.605], [0.955, 0.246, 0.694], [0.138, -1.096, -0.880], [1.839, 0.241, -1.244], [0.552, -0.411, -0.905]]
}

No. 2
{
  "formula": "C3H7O2P2",
  "method": "ωB97M-V with the def2-TZVPD basis set",
  "homo_lumo_gap_ev": 7.96,
  "e_lumo_ev": 3.4,
  "multiplicity": 1,
  "total_charge": -1,
  "homo_energy_ev": -4.53,
  "elements": ["C", "P", "H", "H", "P", "C", "O", "H", "H", "O", "H", "H", "C", "H"],
  "coordinates": [[-1.392960, 0.184510, 1.372756], [1.938902, 1.272259, 0.405024], [1.859790, 0.729609, -2.734591], [-2.393712, -0.176089, 1.631708], [2.385363, -0.608632, -2.270587], [2.743282, -1.299996, 0.460376], [2.890173, -2.469966, -0.001369], [-1.142393, -0.068522, 0.372827], [3.145362, 1.346107, 1.120942], [2.722431, -0.841912, 1.626048], [2.318794, 2.331139, -0.405904], [-0.789943, -0.169795, 2.140539], [2.449322, -0.189182, -0.555121], [-1.599064, 1.339157, 1.325381]],
  "atomic_forces_ev_per_a": [[-3.168, 3.074, -0.533], [0.282, -0.388, 0.428], [0.564, -1.026, 0.362], [-0.091, -0.350, -0.384], [-0.474, 1.868, 2.409], [-0.035, -1.161, -0.743], [0.036, 1.394, 0.871], [0.504, -0.666, -0.604], [-0.111, 0.258, 0.194], [0.137, -0.980, 0.286], [0.069, 0.477, -0.939], [1.693, -0.128, 0.979], [-0.423, -0.402, -2.875], [1.017, -1.968, 0.549]]
}

No. 3
{
  "formula": "CH3O2S",
  "method": "ωB97M-V with the def2-TZVPD basis set",
  "homo_lumo_gap_ev": 7.37,
  "e_lumo_ev": 3.7,
  "multiplicity": 1,
  "total_charge": -1,
  "homo_energy_ev": -3.62,
  "elements": ["H", "H", "O", "S", "O", "C", "H"],
  "coordinates": [[0.631200, 0.731044, -0.306036], [-0.830227, 0.084693, 0.331412], [2.420068, -0.890535, -1.328980], [1.062853, -1.365610, -0.981122], [-1.953151, 0.505268, 1.047393], [0.096085, -0.101786, -0.375911], [-1.426828, 1.036926, 1.613244]],
  "atomic_forces_ev_per_a": [[2.768, 3.765, -0.189], [-2.059, -0.736, -0.083], [0.997, -0.124, -0.467], [-2.816, 2.798, 1.547], [-0.329, -0.710, -0.655], [0.976, -6.009, -1.326], [0.462, 1.016, 1.173]]
}

No. 4
{
  "formula": "C29H32CoIN5O3PS",
  "method": "ωB97M-V with the def2-TZVPD basis set",
  "s2": 3.766,
  "homo_lumo_gap_ev": [5.99, 6.04],
  "e_lumo_ev": [2.4, 2.4],
  "multiplicity": 4,
  "total_charge": -1,
  "homo_energy_ev": [-3.61, -3.66],
  "elements": ["C", "P", "C", "H", "C", "H", "O", "H", "C", "H", "H", "N", "C", "H", "C", "H", "H", "S", "C", "C", "C", "H", "H", "C", "C", "H", "H", "H", "H", "H", "H", "H", "C", "H", "C", "C", "H", "H", "C", "H", "C", "C", "H", "Co", "N", "H", "H", "H", "C", "I", "C", "C", "H", "C", "H", "N", "O", "H", "C", "C", "C", "C", "O", "C", "C", "C", "H", "H", "N", "H", "H", "N", "C"],
  "coordinates": [[2.800127, 2.605620, -0.608628], [1.142445, 1.042578, -2.053780], [-0.368924, -2.847729, 3.009914], [2.159981, -1.259353, 2.296857], [-2.646349, -2.136644, -1.592113], [-0.794330, 2.588500, -3.819167], [1.659456, -0.080989, -3.079868], [2.037822, 0.125603, 1.174516], [-1.112649, 2.106234, 4.331006], [-5.550236, -3.614012, -2.589009], [3.708683, 2.439189, -0.030713], [-1.179520, 4.454901, -0.818973], [1.788966, -1.974448, -0.996013], [2.546361, -4.739972, -2.770897], [-3.587839, -4.494345, -2.712778], [3.085670, 0.827217, -4.296054], [0.156898, -4.660506, -3.134885], [-2.279637, 2.081787, -1.220242], [-0.132786, 1.295370, 2.175166], [-1.148237, 3.011456, 5.379229], [-1.699787, -3.103664, -1.982492], [1.074112, 3.708641, 2.320498], [-0.245886, -2.340665, 5.117350], [-0.382534, 4.165849, 5.336471], [-4.002049, -2.317969, -1.863985], [0.219126, 1.420407, -4.684081], [0.990489, 5.326068, 4.169636], [-1.768474, 2.807797, 6.243604], [2.944109, 3.451546, -1.285044], [2.307334, -1.192938, -0.448393], [-4.690070, -1.524342, -1.593134], [-1.512814, 4.623642, -1.752121], [1.957835, -3.962063, -2.297660], [0.245470, 0.028486, 4.721099], [-0.287022, 2.323298, 3.226400], [-0.155585, -1.958204, 4.105950], [-2.907470, -0.188345, -1.102289], [2.972391, -0.955488, -4.337195], [-1.161132, 3.124243, -0.443867], [-0.802290, -2.917375, 0.931427], [0.590833, -3.919472, -2.475344], [0.221439, 2.379515, -4.157689], [-3.936067, -5.444193, -3.099766], [-0.363701, -0.100505, -0.451176], [-2.292840, -0.956152, -0.858687], [-1.740723, 1.227018, 4.359095], [0.558881, 3.163305, -4.836833], [3.638465, -3.020427, -1.336349], [1.835543, -0.227870, 2.183359], [3.126710, 0.909608, 3.479471], [2.936351, -0.075183, -3.697681], [-0.220962, -2.947272, -1.857387], [-1.579409, -5.115586, -2.739765], [0.395755, 4.421846, 4.215797], [-0.359029, 4.975343, -0.544231], [-0.194319, 1.540204, 0.913659], [1.131499, 2.359713, -3.062208], [-2.416700, -1.130614, 0.139029], [0.083018, -0.650144, 3.898415], [-2.237199, -4.293101, -2.502916], [0.442740, 3.514315, 3.173779], [2.566839, -2.996851, -1.508545], [2.569572, 1.415391, -1.361499], [-4.488190, -3.481303, -2.426793], [0.303748, -0.146342, 2.492943], [0.397759, -1.888493, -1.161562], [3.725287, -0.142153, -2.948501], [-0.524813, -3.906163, 3.161901], [-0.284120, -1.006794, 1.462082], [-0.402279, 4.867071, 6.161395], [1.975861, 2.833584, 0.062502], [-0.361493, 2.843751, 0.537130], [-0.480101, -2.291444, 1.760665]],
  "atomic_forces_ev_per_a": [[0.088, 0.076, -0.075], [1.046, 0.513, -0.984], [0.056, -0.224, -0.145], [-0.032, 0.002, 0.016], [0.003, -0.235, -0.075], [-0.026, 0.025, 0.055], [-0.224, 0.005, 0.052], [0.047, 0.045, 0.017], [-0.040, -0.057, -0.294], [0.002, 0.036, -0.044], [-0.039, 0.004, -0.009], [0.174, 0.138, 0.035], [0.079, -0.436, -0.019], [-0.035, 0.001, -0.032], [-0.033, 0.012, -0.045], [-0.019, 0.006, 0.021], [0.037, -0.016, 0.061], [0.167, -0.037, -0.249], [0.378, -0.310, -0.399], [-0.050, 0.120, 0.142], [-0.267, 0.189, -0.014], [-0.016, -0.017, -0.003], [0.087, 0.065, 0.043], [-0.074, -0.037, -0.067], [-0.032, -0.004, 0.019], [0.057, 0.046, -0.015], [-0.003, -0.003, -0.041], [-0.048, -0.001, -0.037], [0.003, -0.049, -0.013], [0.005, 0.041, 0.004], [0.026, 0.002, 0.060], [-0.050, -0.041, 0.004], [0.070, -0.042, -0.063], [-0.050, 0.020, 0.069], [-0.002, 0.313, 0.344], [-0.027, 0.166, -0.113], [-0.008, 0.019, 0.118], [-0.012, 0.026, -0.005], [-0.328, -0.202, 0.173], [0.089, 0.042, -0.082], [-0.147, -0.113, -0.010], [-0.130, -0.053, 0.032], [0.022, -0.001, -0.019], [-0.599, -0.372, 0.506], [0.005, -0.171, 0.026], [0.078, -0.087, 0.047], [-0.026, -0.038, 0.023], [-0.009, 0.001, 0.015], [-0.190, -0.019, -0.127], [0.041, 0.025, 0.006], [0.084, 0.031, -0.070], [0.498, 0.028, 0.068], [0.011, 0.039, 0.034], [0.058, 0.032, 0.099], [-0.020, -0.024, -0.020], [-0.645, 0.063, 0.258], [-0.224, -0.170, 0.405], [-0.040, 0.000, -0.007], [-0.208, 0.121, 0.084], [-0.018, -0.064, -0.019], [0.138, -0.138, 0.055], [0.022, 0.098, 0.080], [-0.228, -0.224, 0.159], [-0.003, -0.022, 0.032], [0.358, -0.253, 0.019], [0.212, 0.094, -0.454], [-0.030, -0.005, -0.002], [-0.098, 0.024, -0.024], [-0.319, 0.447, 0.132], [-0.002, 0.000, 0.007], [-0.131, -0.050, 0.069], [0.526, 0.761, -0.089], [0.016, -0.160, 0.278]]
}

No. 5
{
  "formula": "C4H6ClNOS",
  "method": "ωB97M-V with the def2-TZVPD basis set",
  "homo_lumo_gap_ev": 7.94,
  "e_lumo_ev": -0.2,
  "multiplicity": 1,
  "smiles": "CO/C=C(/Cl)C(N)=S",
  "total_charge": 0,
  "homo_energy_ev": -8.17,
  "elements": ["S", "C", "H", "H", "C", "Cl", "H", "O", "C", "C", "H", "N", "H", "H"],
  "coordinates": [[-3.590578, -0.364886, 0.205149], [-1.933859, -0.532166, -0.045291], [0.559925, 1.733018, -0.275338], [3.380031, -0.211923, -0.018898], [-1.113151, 0.660814, -0.212394], [-1.867445, 2.375746, -0.076653], [1.844207, 0.250872, 1.424628], [1.096350, -0.405957, -0.193038], [0.215093, 0.611419, -0.131191], [2.248636, 0.251553, 0.364300], [-1.768022, -2.644156, -0.561943], [-1.274002, -1.704671, -0.187731], [-0.352116, -1.515024, -0.294499], [2.554935, 1.495362, 0.002903]],
  "atomic_forces_ev_per_a": [[1.235, -0.569, -0.204], [-3.422, -0.026, -0.392], [0.219, -2.621, 0.590], [-3.746, 0.423, 1.744], [-0.479, 0.527, 1.474], [1.059, -2.543, -0.345], [2.342, 0.320, -0.606], [0.597, 1.946, -1.011], [-1.008, 4.515, -2.100], [4.355, 1.600, -0.133], [1.607, 3.391, 1.509], [-4.402, -2.268, -0.598], [3.359, -0.946, -0.789], [-1.717, -3.749, 0.860]]
}